The following is a quantum chemistry calculation of C30H34Cl54FN3S as an isolated structure, from the Open Molecules 2025 dataset.

Output
Charge: 0

Atoms and positions in Å:
1 C 3.72404 -3.86491 -0.59699
2 C 4.23819 -3.78183 -2.09913
3 F 3.51891 -2.86364 -2.90062
4 C 5.80755 -3.54453 -2.06650
5 C 6.31335 -2.30623 -2.87317
6 C 7.35176 -2.55393 -3.88588
7 C 7.96862 -1.45611 -4.70878
8 N 8.97525 -1.57640 -5.65767
9 S 9.19207 -0.01877 -6.21273
10 N 8.12353 0.86604 -5.30124
11 C 7.47052 -0.03889 -4.47670
12 C 6.41203 0.23963 -3.44775
13 C 5.85803 -0.87765 -2.67912
14 C 4.77989 -0.52508 -1.59879
15 C 5.31881 0.54432 -0.54388
16 C 5.98081 -0.23062 0.67509
17 N 7.21060 -0.96635 0.27647
18 H 3.83282 -4.94239 -0.28205
19 H 2.69167 -3.45433 -0.44665
20 H 4.41048 -3.28495 0.09546
21 H 4.05660 -4.80847 -2.53905
22 H 6.28333 -4.45759 -2.53758
23 H 6.24140 -3.47583 -1.02969
24 H 7.68816 -3.60894 -4.03527
25 H 6.09418 1.29737 -3.29584
26 H 3.82426 -0.17474 -2.09310
27 H 4.49315 -1.43840 -1.00785
28 H 4.52135 1.26498 -0.21475
29 H 6.14617 1.18489 -0.98492
30 H 6.23220 0.55888 1.44362
31 H 5.25035 -0.97649 1.10643
32 H 7.86000 -0.34329 -0.21638
33 H 7.64996 -1.30936 1.13847
34 C 1.65012 1.81024 -4.18886
35 Cl 0.41127 0.55045 -4.26131
36 Cl 1.46742 2.77567 -2.71752
37 Cl 3.26180 1.09442 -4.26182
38 H 1.52396 2.46466 -5.04427
39 C -1.58317 -1.87764 -1.65330
40 Cl -2.82982 -3.12744 -1.69806
41 Cl -1.74240 -0.89677 -0.18968
42 Cl 0.02691 -2.59663 -1.74454
43 H -1.71589 -1.23200 -2.51247
44 C -0.74848 2.06011 1.74670
45 Cl -2.18316 2.92946 1.18608
46 Cl 0.71954 2.96163 1.34793
47 Cl -0.84093 1.76172 3.48814
48 H -0.70942 1.10212 1.23743
49 C 2.06117 -0.08738 -7.95572
50 Cl 1.98016 -1.14049 -6.53632
51 Cl 0.78614 -0.50079 -9.10971
52 Cl 1.94200 1.61477 -7.48706
53 H 3.02260 -0.23970 -8.43868
54 C -4.35967 0.24286 4.42140
55 Cl -4.96085 1.90098 4.52015
56 Cl -5.68378 -0.90680 4.64623
57 Cl -3.54427 -0.03244 2.87395
58 H -3.63877 0.09315 5.22044
59 C -4.58923 2.92967 8.52828
60 Cl -4.12618 4.53968 7.96194
61 Cl -6.32433 2.67141 8.31636
62 Cl -3.67174 1.68315 7.67659
63 H -4.35878 2.86096 9.58708
64 C -5.10060 -0.03464 -3.71339
65 Cl -4.77151 1.14650 -4.98604
66 Cl -5.47914 -1.61268 -4.41189
67 Cl -3.72458 -0.15903 -2.60816
68 H -5.96411 0.30501 -3.14715
69 C 0.49504 0.93991 7.07575
70 Cl 1.89745 0.04773 6.47749
71 Cl 0.79785 2.67991 7.03069
72 Cl -0.94607 0.53764 6.13155
73 H 0.31933 0.64959 8.10720
74 C -9.79129 2.64437 6.49043
75 Cl -8.38454 1.75605 5.89884
76 Cl -9.48801 4.38683 6.44479
77 Cl -11.22785 2.23844 5.54404
78 H -9.96934 2.35598 7.52217
79 C -10.73002 7.80691 5.59644
80 Cl -9.26999 8.58219 6.22542
81 Cl -12.17699 8.59863 6.23225
82 Cl -10.73394 7.83058 3.82948
83 H -10.73607 6.77004 5.92420
84 C 3.00354 1.96648 -11.05921
85 Cl 3.92482 0.54637 -10.54419
86 Cl 3.99231 3.42537 -10.93740
87 Cl 2.40791 1.75460 -12.70897
88 H 2.14846 2.07642 -10.39805
89 C -2.25491 6.61029 4.81191
90 Cl -1.81988 5.19149 3.85394
91 Cl -0.81487 7.55679 5.21233
92 Cl -3.43333 7.60711 3.94882
93 H -2.70868 6.27029 5.73818
94 C -3.60229 -4.21725 1.86495
95 Cl -4.84407 -5.47421 1.79716
96 Cl -3.76735 -3.25585 3.34000
97 Cl -1.98845 -4.93181 1.76260
98 H -3.73722 -3.55815 1.01169
99 C 7.92242 -2.35564 4.44965
100 Cl 7.30631 -0.70266 4.55792
101 Cl 6.61089 -3.52269 4.65136
102 Cl 8.74953 -2.61006 2.90752
103 H 8.63996 -2.50625 5.25051
104 C -3.16897 -6.94268 -3.31946
105 Cl -1.70509 -6.17046 -2.70824
106 Cl -4.60951 -6.14778 -2.66739
107 Cl -3.19476 -6.92038 -5.08688
108 H -3.17159 -7.97615 -2.99120
109 C -1.18228 -10.54237 -4.11041
110 Cl -2.89229 -10.39139 -3.68481
111 Cl -0.34039 -8.99628 -3.92331
112 Cl -0.41078 -11.79172 -3.12726
113 H -1.11777 -10.84085 -5.15240
114 C 2.24718 9.08546 7.16129
115 Cl 2.83013 7.41731 7.12117
116 Cl 3.58893 10.20759 7.41602
117 Cl 1.38174 9.47723 5.67071
118 H 1.55622 9.18549 7.99294
119 C -9.53397 -0.08371 -3.03981
120 Cl -8.93337 -1.74484 -3.06835
121 Cl -8.19995 1.05718 -2.81378
122 Cl -10.41878 0.28384 -4.52375
123 H -10.21583 0.01873 -2.20107


The following is a quantum chemistry calculation of a 2-piece molecular cluster, C30H34ClN3O5 overall, from the Open Molecules 2025 dataset.

Output
Charge: 0

Atoms and positions in Å:
1 C 3.84417 0.16265 -2.76887
2 C 3.43250 0.88277 -1.50108
3 O 2.61439 0.06128 -0.70856
4 C 2.06446 0.74379 0.34927
5 C 1.39273 -0.02505 1.35568
6 Cl 0.90841 0.78782 2.76064
7 C 1.19943 -1.44512 1.29329
8 O 0.62931 -2.02722 2.20789
9 O 1.68961 -2.10152 0.18950
10 C 1.64047 -3.49823 0.32961
11 C 2.06986 -4.18030 -0.95377
12 O 2.14614 1.96109 0.46315
13 H 4.58899 0.71663 -3.34118
14 H 4.25809 -0.81655 -2.52691
15 H 2.98009 -0.01257 -3.41037
16 H 4.29699 1.15555 -0.88042
17 H 2.88097 1.80899 -1.71077
18 H 2.29667 -3.75252 1.17256
19 H 0.61852 -3.77163 0.62195
20 H 2.15621 -5.26183 -0.84410
21 H 1.36107 -3.97358 -1.75601
22 H 3.03451 -3.79288 -1.28226
23 C 1.78325 8.14567 7.58411
24 N 1.22531 6.95473 6.96915
25 C -0.03738 6.99671 6.42277
26 O -0.77915 7.95517 6.39905
27 C -0.32206 5.62191 5.85124
28 C -0.64635 5.69142 4.35576
29 C -1.83634 6.55151 4.04396
30 C -1.69382 7.72400 3.31420
31 C -2.78624 8.52169 3.04830
32 C -4.03285 8.16432 3.51289
33 C -4.18528 7.01140 4.25111
34 C -3.09546 6.20970 4.51470
35 N 0.87815 4.78064 6.14000
36 C 0.95895 3.46067 5.80706
37 C 2.05820 2.67999 6.08453
38 C 2.23674 1.34384 5.78179
39 C 3.41166 0.61535 6.11395
40 C 3.52193 -0.75171 5.78216
41 C 4.65363 -1.46080 6.09782
42 C 5.72922 -0.84941 6.74936
43 C 6.88904 -1.55427 7.06502
44 N 7.86795 -2.12688 7.33197
45 C 5.62991 0.50273 7.08173
46 C 4.50408 1.21625 6.77547
47 C 1.90382 5.62467 6.86553
48 C 3.17728 5.77018 6.03666
49 C 2.16946 5.09799 8.27428
50 H 1.06469 8.96105 7.50056
51 H 1.98257 7.96667 8.63867
52 H 2.70388 8.43812 7.08182
53 H -1.16400 5.18498 6.40451
54 H 0.23074 6.07443 3.82479
55 H -0.81212 4.68407 3.96098
56 H -0.71769 8.02347 2.97101
57 H -2.66208 9.43236 2.48723
58 H -4.88481 8.78972 3.30612
59 H -5.15577 6.74323 4.63241
60 H -3.22082 5.31768 5.10477
61 H 0.11419 3.01817 5.31170
62 H 2.86362 3.16596 6.58982
63 H 1.45925 0.83001 5.24857
64 H 2.70560 -1.23745 5.27527
65 H 4.72487 -2.50573 5.84718
66 H 6.45257 0.98179 7.58425
67 H 4.46996 2.25443 7.04842
68 H 2.94916 6.24188 5.08255
69 H 3.91057 6.39018 6.54972
70 H 3.64437 4.81100 5.82941
71 H 1.24957 5.10882 8.85609
72 H 2.55023 4.08067 8.27451
73 H 2.89841 5.72082 8.78997


The following is a quantum chemistry calculation of C30H34ClO7Tl as an isolated structure, from the Open Molecules 2025 dataset.

Output
Charge: -2

Atoms and positions in Å:
1 C 0.28034 -0.87752 -4.71787
2 C -0.02535 -1.41874 -3.31009
3 C -0.06966 0.62848 -4.71571
4 C -1.00216 0.83331 -3.51995
5 H -0.57412 0.85913 -5.65641
6 H 0.84886 1.21939 -4.65608
7 C -1.22344 -0.58842 -2.84608
8 H 0.85247 -1.22214 -2.68052
9 H -0.18568 -2.50767 -3.34551
10 C -1.43798 -0.53942 -1.33136
11 H -2.10332 -1.06147 -3.29819
12 H -1.99497 1.15676 -3.86421
13 C -0.51349 1.82582 -2.47145
14 C 1.68724 -1.18746 -5.21014
15 C -0.50273 -1.60100 -5.80940
16 O -1.16135 -1.05566 -6.69017
17 O 2.61326 -1.52371 -4.51315
18 O 1.77744 -1.08883 -6.55680
19 O -0.38769 -2.93686 -5.74740
20 C -0.93527 -3.57636 -6.90239
21 H -0.73581 -4.63593 -6.75856
22 H -0.43749 -3.20123 -7.80348
23 H -2.00887 -3.37722 -6.97437
24 C 3.06421 -1.46059 -7.05217
25 H 3.84855 -0.86804 -6.56528
26 H 3.02211 -1.26541 -8.12439
27 H 3.24302 -2.52574 -6.85360
28 O -0.86200 0.63397 -0.81589
29 H -0.96312 -1.39549 -0.81009
30 H -2.52820 -0.48501 -1.12927
31 C -1.42682 2.97662 -2.20635
32 C 0.96096 2.02731 -2.29780
33 H 1.35299 2.70400 -3.07746
34 H 1.52481 1.08049 -2.31197
35 H 1.14962 2.50707 -1.32564
36 H -1.16798 3.44946 -1.25094
37 H -2.47041 2.63058 -2.15330
38 H -1.33107 3.72648 -3.01181
39 Tl -0.54254 1.18090 1.27304
40 C -2.38142 -0.86670 3.91105
41 C -2.94422 -0.80096 2.60501
42 C -2.36810 -1.85174 1.82450
43 H -3.69689 -0.08576 2.27095
44 C -1.44125 -2.55029 2.65037
45 C -1.45102 -1.94352 3.93436
46 H -0.84246 -2.24886 4.78022
47 H -2.62947 -0.21448 4.74491
48 H -2.62320 -2.10188 0.79366
49 H -0.82598 -3.39912 2.35502
50 C 2.35791 -0.01645 3.15805
51 C 2.09034 -1.07134 4.07595
52 C 1.80867 -2.24808 3.32250
53 H 2.11670 -1.00929 5.15986
54 C 1.89672 -1.92412 1.94141
55 C 2.24634 -0.54182 1.83628
56 H 2.41305 0.00844 0.90843
57 H 2.60628 1.01031 3.41996
58 H 1.56159 -3.22172 3.74371
59 H 1.72938 -2.60702 1.10761
60 Cl 0.15679 4.85748 9.95552
61 C 0.11157 3.86043 8.56685
62 C -0.00012 2.46501 8.70886
63 C -0.04156 1.65860 7.56906
64 C 0.02277 2.22066 6.28133
65 C 0.14149 3.61283 6.15354
66 C 0.18532 4.43626 7.28351
67 C -0.03449 1.32314 5.05562
68 O -0.09667 0.09611 5.30813
69 O 0.00552 1.94078 3.94644
70 H -0.05399 2.02577 9.70159
71 H -0.12586 0.57689 7.67382
72 H 0.19755 4.05475 5.16051
73 H 0.27434 5.51579 7.18364


| no. | gap between HOMO and LUMO (eV) | LUMO level (eV) |
| --- | --- | --- |
| 1 | 7.83 | -0.5 |
| 2 | 3.06 | -2.9 |
| 3 | 2.67 | 3.1 |